(1)
# C2H5IO2

An isolated molecule of C2H5IO2 (ωB97M-V/def2-TZVPD, the Open Molecules 2025 dataset).

The orbital gap is 8.88 eV. The value obtained for the largest force on an atom is 4.48 eV/Å. Its structure (SMILES) is C[C@H](O)OI. The value obtained for the energy relative to the best compared isomer or geometry (same formula, charge and spin) is 243.86 kJ/mol. For the LUMO energy, the calculation gives 0.1 eV.

```
! wB97M-V def2-TZVPD RIJCOSX def2/J DEFGRID3
* xyz 0 1
C 0.43958 0.40690 0.09713
C -0.86583 -0.24905 0.43193
O -1.22356 -1.41545 -0.18016
O -2.09642 0.83017 -0.24714
I -3.82233 -0.00911 0.00408
H 0.31863 1.40999 -0.43164
H 1.09146 -0.31376 -0.60510
H 1.03203 0.62426 0.98262
H -1.24554 -0.26003 1.46240
H -1.40621 -1.43945 -1.18051
*
```

(2)
# C7H18N3

An isolated ion of composition C7H18N3 and charge +1 (ωB97M-V/def2-TZVPD, the Open Molecules 2025 dataset).

The orbital gap (alpha / beta) is 5.21 / 8.72 eV. The value obtained for the largest force on an atom is 5.17 eV/Å. The value obtained for the energy relative to the best compared isomer or geometry (same formula, charge and spin) is 803.75 kJ/mol. For the LUMO energy (alpha / beta), the calculation gives -4.8 / -3.2 eV.

```
! wB97M-V def2-TZVPD RIJCOSX def2/J DEFGRID3
* xyz 1 1
C 0.35782 -1.12202 1.06037
C -0.17881 0.16411 1.74939
C -0.44612 -1.49945 -0.27651
C 0.27519 -1.15004 -1.46283
C -0.34331 1.85196 -0.01498
C -0.44144 -3.09263 -0.22360
C -0.25910 -0.26041 -2.41503
N 0.40464 1.33289 1.14609
N 0.40119 3.20593 -0.26750
N 1.21887 2.18285 1.80108
H 1.34812 -1.15307 0.85309
H 0.26890 -1.84049 1.81545
H -1.25717 0.14767 1.93641
H 0.18878 0.11835 2.78214
H -1.53736 -1.20173 -0.14788
H 1.16149 -1.82750 -1.47717
H -1.32916 2.18811 0.21870
H -0.79549 -3.52834 0.69794
H 0.61046 -3.51422 -0.39171
H -1.01518 -3.45447 -1.04275
H 0.32408 -0.37254 -3.24951
H -0.20899 0.72737 -1.88126
H -1.20593 -0.52772 -2.62470
H 0.03792 3.62243 -1.17319
H 0.36717 3.87304 0.55063
H 0.70407 2.98120 2.28136
H 1.31785 3.00797 -0.27602
H 1.81161 1.71764 2.46498
*
```

(3)
# C5H11NO

An isolated molecule of C5H11NO (ωB97M-V/def2-TZVPD, the Open Molecules 2025 dataset).

The orbital gap is 10.07 eV. The value obtained for the largest force on an atom is 2.55 eV/Å. Its structure (SMILES) is CNCCCC=O. The value obtained for the energy relative to the best compared isomer or geometry (same formula, charge and spin) is 170.29 kJ/mol. For the LUMO energy, the calculation gives 0.9 eV.

```
! wB97M-V def2-TZVPD RIJCOSX def2/J DEFGRID3
* xyz 0 1
C -1.12422 1.52559 -1.14794
N -0.24680 0.40955 -1.25912
C 0.99280 0.48872 -0.44110
C 0.65696 0.25960 1.04553
C -0.23658 -0.98163 1.27669
C 0.16050 -2.26071 0.56241
O -0.29428 -3.32774 0.82372
H -2.06899 1.33156 -1.68027
H -1.55142 1.58562 -0.14053
H -0.72225 2.46161 -1.55829
H 0.11065 0.29996 -2.20335
H 1.34629 1.52501 -0.52861
H 1.73187 -0.22742 -0.77153
H 1.60024 -0.05186 1.51774
H 0.25107 1.12108 1.56189
H -1.21965 -0.74518 0.86873
H -0.27828 -1.24514 2.33204
H 0.89209 -2.16861 -0.25801
*
```

(4)
# C50H64CoN3O7P2S2Si

C50H64CoN3O7P2S2Si as an isolated structure (ωB97M-V/def2-TZVPD, the Open Molecules 2025 dataset).

The orbital gap (alpha / beta) is 7.38 / 7.40 eV. The value obtained for the largest force on an atom is 1.93 eV/Å. The value obtained for the energy relative to the best compared isomer or geometry (same formula, charge and spin) is 27.44 kJ/mol. For the LUMO energy (alpha / beta), the calculation gives 2.3 / 2.3 eV.

```
! wB97M-V def2-TZVPD RIJCOSX def2/J DEFGRID3
* xyz -1 2
Co -0.66166 -0.38311 0.06947
C -5.81551 3.05771 3.30474
Si -5.06788 2.83673 1.61281
C -6.20784 1.76890 0.62741
C -4.97649 4.50374 0.79280
C -3.28632 2.29226 1.86889
C -2.57684 3.00720 2.82128
C -1.22698 2.76575 3.07763
C -0.60080 1.79433 2.34060
N -1.24621 1.07516 1.40428
C -2.58031 1.27545 1.15586
S -3.25325 0.22841 -0.03393
H -6.86574 3.36557 3.22270
H -5.28846 3.81643 3.89604
H -5.77476 2.11236 3.85814
H -7.21873 2.19519 0.68365
H -6.22707 0.74279 1.01096
H -5.89517 1.71366 -0.41879
H -5.97461 4.95053 0.69392
H -4.55019 4.40587 -0.21367
H -4.34640 5.19601 1.36413
H -3.08542 3.77742 3.39775
H -0.67777 3.32090 3.82658
H 0.44194 1.54243 2.49177
O 3.23648 -1.71699 2.07748
S 1.92486 -1.13413 2.25052
O 1.89514 0.12226 2.97722
O 1.17101 -1.09482 0.98976
C 1.01557 -2.28134 3.25835
C 1.74059 -2.80740 4.34266
C 1.14912 -3.69924 5.20762
C -0.16726 -4.10231 4.98714
C -0.88027 -3.57792 3.92942
C -0.32282 -2.63647 3.05134
P -1.47490 -1.95033 1.73939
C -1.90081 -3.55826 0.96212
C -2.97700 -4.37304 1.30252
C -3.16809 -5.59250 0.66329
C -2.27972 -6.01394 -0.31572
C -1.19194 -5.21611 -0.65078
C -1.00479 -3.99520 -0.01736
C -2.87860 -1.47062 2.81936
C -2.59287 -0.81832 4.01844
C -3.61716 -0.35266 4.83720
C -4.94102 -0.53619 4.46401
C -5.23652 -1.15708 3.25571
C -4.21159 -1.60478 2.43082
H 2.77263 -2.50376 4.47148
H 1.70762 -4.09167 6.05095
H -0.63269 -4.83225 5.63994
H -1.90383 -3.90147 3.77508
H -3.67656 -4.06430 2.06905
H -4.01523 -6.21309 0.93256
H -2.43901 -6.95973 -0.82157
H -0.49342 -5.53322 -1.41645
H -0.16418 -3.36975 -0.29549
H -1.56186 -0.66447 4.31922
H -3.37514 0.15029 5.76617
H -5.74194 -0.18574 5.10629
H -6.26829 -1.28548 2.94738
H -4.45009 -2.04125 1.47124
C -0.23834 3.40651 -0.47702
C -0.73998 2.40886 -1.46357
N -0.64731 1.10311 -1.36463
C -1.25008 0.57205 -2.47479
C -1.70715 1.56542 -3.26967
N -1.37310 2.72626 -2.61708
C -2.43549 1.62665 -4.55868
O -2.74206 0.47601 -5.10911
O -2.70902 2.70905 -5.03714
C -1.35943 -0.89372 -2.58112
O -1.84168 -1.39117 -3.61973
O -0.91828 -1.52018 -1.57871
H 0.31778 2.89438 0.30112
H -1.07079 3.94319 -0.01094
H 0.41599 4.13611 -0.95994
H -1.62248 3.63757 -2.96662
H -2.39532 -0.30081 -4.54168
C 0.75535 -0.25861 -5.85618
C 1.52393 1.07307 -5.79043
C 1.99764 1.39206 -4.36987
C 2.92623 0.27635 -3.79114
C 2.84520 -0.99248 -4.66125
C 1.38985 -1.34898 -4.96189
P 2.41005 0.00031 -2.02269
C 2.99363 1.65537 -1.35035
C 4.30114 2.35830 -1.76833
C 5.53694 1.99536 -0.94450
C 5.25810 2.14106 0.55125
C 4.04768 1.29955 0.94958
C 2.80686 1.75564 0.17844
C 3.40584 -1.40990 -1.39199
C 4.90170 -1.56358 -1.70892
C 5.36921 -3.02001 -1.49027
C 4.58317 -3.65453 -0.34262
C 3.09975 -3.81853 -0.73115
C 2.65342 -2.71830 -1.71311
H 0.72754 -0.59876 -6.89476
H -0.28030 -0.10021 -5.55434
H 0.88298 1.88258 -6.14850
H 2.38804 1.03833 -6.46115
H 1.10552 1.49639 -3.73475
H 2.50950 2.35866 -4.35102
H 3.95977 0.61866 -3.80182
H 3.36436 -1.81597 -4.17362
H 3.37412 -0.81282 -5.60401
H 0.84765 -1.42430 -4.01588
H 1.31136 -2.32665 -5.43954
H 2.19261 2.25692 -1.79790
H 4.12712 3.43658 -1.64015
H 4.50793 2.21613 -2.82940
H 6.36600 2.64262 -1.24506
H 5.84168 0.97066 -1.16126
H 5.04986 3.19722 0.77148
H 6.13616 1.85473 1.13746
H 3.85656 1.35747 2.02337
H 4.25090 0.24325 0.73175
H 2.60829 2.80409 0.44213
H 1.93497 1.17167 0.49090
H 3.28721 -1.29485 -0.30854
H 5.47372 -0.91853 -1.04278
H 5.12271 -1.25072 -2.73506
H 6.44137 -3.03632 -1.28016
H 5.22067 -3.60762 -2.40370
H 4.65474 -3.00834 0.53662
H 5.00990 -4.62115 -0.06743
H 2.48559 -3.77810 0.17276
H 2.94199 -4.79805 -1.19082
H 1.57215 -2.55837 -1.65399
H 2.86254 -3.03745 -2.73580
*
```

(5)
# C26H25N9O6S3V

C26H25N9O6S3V as an isolated structure (ωB97M-V/def2-TZVPD, the Open Molecules 2025 dataset).

The orbital gap (alpha / beta) is 6.53 / 6.54 eV. The value obtained for the largest force on an atom is 0.91 eV/Å. The value obtained for the energy relative to the best compared isomer or geometry (same formula, charge and spin) is 361.38 kJ/mol. For the LUMO energy (alpha / beta), the calculation gives -3.2 / -3.2 eV.

```
! wB97M-V def2-TZVPD RIJCOSX def2/J DEFGRID3
* xyz 1 3
V 0.64411 0.51312 -0.59531
O -2.53794 -0.46719 1.68317
S -1.12562 -0.45275 1.86030
O -0.35535 -1.65322 1.31615
N -0.33614 0.76774 1.24569
C -0.72986 2.06667 1.62029
C -1.53887 2.41738 2.67129
C -1.82735 3.77538 2.93356
C -1.33745 4.77223 2.14598
C -0.53236 4.44409 1.02989
C -0.05804 5.40701 0.11757
C 0.64060 5.00179 -0.98590
C 0.89296 3.63626 -1.15908
N 0.52379 2.70322 -0.30131
C -0.21945 3.09345 0.77750
C -0.73948 -0.62853 3.56503
C -1.73983 -1.05891 4.42537
C -1.43378 -1.22058 5.76748
C -0.15023 -0.95113 6.22414
C 0.83847 -0.52185 5.34706
C 0.54834 -0.35934 4.00367
H -1.98460 1.67144 3.31303
H -2.46304 4.01138 3.77592
H -1.57221 5.81003 2.33993
H -0.27715 6.45345 0.28732
H 0.98996 5.70242 -1.72992
H 1.39667 3.31705 -2.06288
H -2.73582 -1.25068 4.04972
H -2.19786 -1.55404 6.45569
H 0.08300 -1.07547 7.27297
H 1.83547 -0.31661 5.71137
H 1.30705 -0.04045 3.30098
O -2.31107 -2.30468 -4.23137
C -1.91238 -1.21127 -4.90057
C -2.33951 -1.07429 -6.22179
C -1.96299 0.02251 -6.96820
C -1.15368 1.01284 -6.41534
C -0.72946 0.88273 -5.10981
C -1.09519 -0.21944 -4.33203
C -0.63028 -0.32265 -2.94480
O 0.11947 0.65999 -2.45376
N -0.98293 -1.30705 -2.18478
N -0.56579 -1.06585 -0.88279
C -0.39150 -2.16448 -0.09449
S 1.88593 -3.79679 2.29465
C 0.56801 -4.77646 1.50400
C -0.90275 -4.34381 1.42932
S -1.51709 -3.55367 -0.10244
H -1.97152 -2.25620 -3.31521
H -2.96951 -1.84989 -6.63483
H -2.30428 0.11131 -7.99130
H -0.86531 1.87522 -7.00011
H -0.11075 1.64720 -4.66024
H 0.62415 -5.62122 2.20492
H 0.90325 -5.14383 0.53827
H -1.18365 -3.73991 2.29148
H -1.50871 -5.25112 1.46545
N 2.62352 1.25891 -1.54505
N 3.62178 0.28094 -1.54721
C 3.32212 -0.89261 -0.92879
N 4.17821 -1.90222 -1.08551
N 2.20019 -0.93949 -0.23289
N 2.05730 -2.27572 0.23050
O 0.89348 -2.84253 -0.24677
O 1.96336 -2.24362 1.65118
H 2.26832 1.41195 -2.48764
H 2.98972 2.11615 -1.14551
H 4.32917 0.31593 -2.26299
H 5.08310 -1.75144 -1.49356
H 3.96925 -2.75879 -0.59669
*
```

(6)
# C33H76BFN2O18S2

A 6-piece molecular cluster, C33H76BFN2O18S2 overall (ωB97M-V/def2-TZVPD, the Open Molecules 2025 dataset).

The orbital gap is 8.11 eV. The value obtained for the largest force on an atom is 0.74 eV/Å. Its structure (SMILES) is CCB(O)N(N=C=S)S(=O)(=O)F.COCCOCCOC.COCCOCCOC.COCCOCCOC.COCCOCCOC.COCCOCCOC. For the LUMO energy, the calculation gives -0.9 eV.

```
! wB97M-V def2-TZVPD RIJCOSX def2/J DEFGRID3
* xyz 0 1
C 6.97670 1.43230 -5.79084
C 5.66440 2.04131 -6.37221
B 4.70395 2.38730 -5.20071
O 5.05032 3.31831 -4.27327
N 3.30394 1.78501 -5.01960
N 2.32974 2.46571 -5.85099
C 1.54067 3.15213 -5.19495
S 0.56955 4.01811 -4.36974
S 3.23154 0.16603 -5.11412
O 2.49735 -0.29998 -6.23246
O 4.53134 -0.33464 -4.82726
F 2.35820 -0.13140 -3.85701
H 7.08921 0.42209 -6.17880
H 7.84921 1.98882 -6.11798
H 6.96503 1.34315 -4.70841
H 5.92950 2.94463 -6.92111
H 5.20819 1.34026 -7.06735
H 4.85803 3.05272 -3.36809
C 0.48434 5.77513 -0.88335
O -0.64019 5.07302 -0.40840
C -0.32825 3.77106 0.05695
C -1.24405 3.35230 1.18373
O -0.96890 3.97458 2.42756
C -1.34058 5.33607 2.58599
C -2.83090 5.57019 2.68762
O -3.45001 5.49228 1.41616
C -4.79344 5.06931 1.48583
H 0.88679 5.30534 -1.78855
H 0.16476 6.78775 -1.12154
H 1.27317 5.82453 -0.12392
H 0.71093 3.72612 0.40363
H -0.45097 3.06232 -0.77440
H -1.06984 2.28741 1.35938
H -2.29190 3.46879 0.90157
H -0.89905 5.96414 1.81017
H -0.89920 5.63425 3.54014
H -3.00032 6.57436 3.10030
H -3.26642 4.83217 3.37179
H -4.87812 4.10685 2.00344
H -5.15131 4.94976 0.46512
H -5.41890 5.80910 1.99851
C 3.12587 -3.34454 -6.27639
O 3.47498 -4.68638 -6.54584
C 4.41360 -4.81138 -7.59732
C 5.31908 -6.00313 -7.38823
O 6.30552 -5.81946 -6.38586
C 5.89420 -5.86295 -5.02949
C 5.54028 -7.24320 -4.52514
O 4.26021 -7.64536 -4.98038
C 4.13540 -9.04210 -5.10879
H 2.57778 -2.90104 -7.11363
H 2.48873 -3.33945 -5.39306
H 4.01675 -2.74379 -6.06783
H 5.02665 -3.90580 -7.67584
H 3.86845 -4.94707 -8.54219
H 5.88385 -6.14493 -8.31280
H 4.73697 -6.91073 -7.21612
H 5.08283 -5.15891 -4.83498
H 6.76666 -5.52697 -4.46453
H 5.53079 -7.22324 -3.42635
H 6.30620 -7.95420 -4.85665
H 4.91021 -9.44942 -5.76904
H 3.16108 -9.24410 -5.54953
H 4.19580 -9.54099 -4.13419
C -1.48122 2.26125 4.98315
O -2.61039 1.52897 5.41232
C -2.29564 0.21746 5.84156
C -3.23084 -0.24313 6.93450
O -2.98517 0.34870 8.20162
C -3.36312 1.70187 8.39748
C -4.85426 1.93221 8.48481
O -5.45633 1.89672 7.20304
C -6.79900 1.47180 7.23790
H -1.05438 1.83596 4.07053
H -1.80549 3.27569 4.77429
H -0.71338 2.29132 5.76639
H -1.26380 0.17059 6.20977
H -2.39291 -0.46719 4.98743
H -3.04954 -1.31028 7.08586
H -4.27425 -0.12647 6.63544
H -2.91162 2.35445 7.64779
H -2.93713 1.97056 9.36776
H -5.03053 2.92251 8.92740
H -5.29745 1.17184 9.13869
H -6.89099 0.49155 7.72014
H -7.14168 1.38661 6.20854
H -7.43365 2.19293 7.76634
C -5.52701 1.18194 -9.51422
O -4.15743 1.16687 -9.18532
C -3.47927 2.35108 -9.56541
C -2.34745 2.66719 -8.61543
O -2.76247 3.18086 -7.36000
C -3.32397 2.27600 -6.42207
C -2.32390 1.33426 -5.79339
O -1.97662 0.28845 -6.67986
C -0.66682 -0.19029 -6.47038
H -5.67862 1.17929 -10.59997
H -5.97416 0.28355 -9.09317
H -6.02778 2.05737 -9.08440
H -4.17296 3.19958 -9.59172
H -3.06169 2.20938 -10.57184
H -1.76461 3.47286 -9.06838
H -1.68448 1.80788 -8.49707
H -4.16261 1.72321 -6.84962
H -3.71861 2.91099 -5.62538
H -2.76688 0.89102 -4.89008
H -1.43167 1.90342 -5.50458
H 0.06571 0.61932 -6.54553
H -0.45344 -0.91965 -7.24864
H -0.56887 -0.67541 -5.49142
C -0.98314 -0.30322 11.03854
O -0.62504 -1.66687 11.01243
C -1.69575 -2.49239 10.58477
C -1.19528 -3.69333 9.81705
O -0.75895 -3.39976 8.49872
C 0.48650 -2.74155 8.33863
C 1.69414 -3.60599 8.61964
O 1.89864 -3.76650 10.01225
C 2.53255 -4.98089 10.33907
H -1.74379 -0.10463 11.80392
H -0.09065 0.27579 11.27130
H -1.36538 0.01965 10.06436
H -2.38611 -1.92605 9.94872
H -2.24268 -2.84307 11.47149
H -2.04410 -4.36850 9.68472
H -0.43218 -4.23176 10.38277
H 0.52710 -1.81715 8.91827
H 0.52298 -2.47083 7.28057
H 2.58104 -3.12039 8.18893
H 1.55852 -4.58085 8.13664
H 1.97402 -5.83746 9.94358
H 2.55922 -5.05389 11.42454
H 3.55889 -5.01314 9.95456
*
```